P:
Molecular formula: C5H14N2O
Method: DFT, the ωB97M-V functional and the def2-TZVPD basis

As for the total charge: +1. As for the spin multiplicity: 2. The calculation puts the gap between HOMO and LUMO (alpha / beta) at 9.407 / 5.671 eV. Its expectation value of S² is 0.761.

CARTESIAN COORDINATES (ANGSTROEM)
1 C -1.646 -1.975 0.044
2 C -0.205 -1.549 0.367
3 C 0.382 -0.592 -0.562
4 C 0.983 0.585 -0.144
5 N 1.325 1.573 -0.938
6 C 2.785 1.864 -1.008
7 N -2.310 -0.971 -0.783
8 H -1.694 -2.942 -0.457
9 H -2.201 -2.125 0.977
10 H -0.230 -1.066 1.350
11 H 0.305 -2.488 0.615
12 H 0.368 -0.782 -1.633
13 H 1.149 0.689 0.926
14 H 1.024 1.294 -1.872
15 H 3.136 1.787 -2.032
16 H 2.929 2.933 -0.817
17 H 3.425 1.362 -0.292
18 H -2.198 -0.027 -0.442
19 H -3.274 -1.178 -0.974
20 H -1.735 1.770 2.155
21 H -1.314 0.642 3.120
22 O -1.003 1.193 2.401

These are the Mulliken partial charges, in e, on atoms 1 to 8:
1. C -0.4825
2. C -0.4705
3. C -0.3889
4. C 0.1454
5. N -0.1256
6. C -0.7903
7. N -0.5252
8. H 0.3662

=====

Q:
Molecular formula: C5H14N2O
Method: DFT, the ωB97M-V functional and the def2-TZVPD basis

As for the total charge: +1. As for the spin multiplicity: 2. The calculation puts the gap between HOMO and LUMO (alpha / beta) at 9.217 / 6.097 eV. Its expectation value of S² is 0.759.

CARTESIAN COORDINATES (ANGSTROEM)
1 C 2.652 1.482 -0.225
2 C 1.220 1.014 -0.462
3 C 1.014 -0.504 0.104
4 C -0.008 -1.157 -0.714
5 C -1.130 -1.709 -0.096
6 N -2.186 -2.198 -0.712
7 N 0.262 1.874 0.158
8 H 3.410 0.899 -0.747
9 H 2.866 1.443 0.841
10 H 2.713 2.504 -0.592
11 H 1.125 0.919 -1.546
12 H 1.998 -0.972 0.106
13 H 0.620 -0.247 1.081
14 H 0.417 -1.516 -1.651
15 H -1.149 -1.703 0.983
16 H -2.520 -1.801 -1.585
17 H -2.981 -2.470 -0.130
18 H -0.528 2.062 -0.451
19 H 0.640 2.774 0.428
20 H -2.345 -0.805 2.010
21 H -3.048 0.249 1.159
22 O -3.043 -0.138 2.040

These are the Mulliken partial charges, in e, on atoms 1 to 8:
1. C -1.5747
2. C 0.4619
3. C -0.7272
4. C -0.5741
5. C -0.2292
6. N -0.2928
7. N -0.5640
8. H 0.4079

=====

Which one is the least stable? From the structures above, P.